No. 1
A molecular structure, C10H20N2PSSn at a distorted geometry. Source: the OMol25 dataset; level of theory: ωB97M-V with the def2-TZVPD basis set.

Values from the calculation:
LUMO (spin up / spin down): 2.571 / 2.571 eV
2S+1: 1
Total charge: -1
HOMO-LUMO gap (spin up / spin down): 3.53 / 3.54 eV

```
35
Properties=species:S:1:pos:R:3:forces:R:3:mulliken_charge:R:1
C 2.352250 0.069937 -2.543726 -1.64 -0.50 0.12 -0.423
C 3.689597 0.260252 -2.520802 1.45 0.51 -0.21 -0.510
C 4.466520 0.764343 -1.456091 1.36 -0.09 -0.28 -0.506
C 4.055334 1.297131 -0.208365 0.32 0.30 0.19 -0.314
C 2.843522 1.160801 0.393719 -0.11 0.30 -0.19 -0.477
Sn 1.685254 -0.300869 -0.581680 0.70 -0.93 1.46 -0.173
P 0.068318 -2.195739 -2.165385 -0.02 0.13 -0.67 -0.175
H 1.773666 -0.129695 -3.454001 0.50 -0.16 0.12 0.406
H 4.294288 0.021403 -3.413048 -0.25 0.34 0.04 0.183
H 5.543517 0.857786 -1.658410 -0.41 -0.04 0.00 0.204
H 2.575335 1.687295 1.309607 0.49 0.04 -0.01 0.154
H 4.844652 1.861161 0.305919 -0.02 0.05 -0.06 0.213
H -0.415062 -3.386242 -1.546370 -0.23 0.04 -0.46 0.041
H 0.803501 -2.777566 -3.252626 -0.51 -0.14 0.26 0.079
H -1.081519 -1.756392 -2.898073 -0.02 -0.77 -0.22 0.033
C -3.037409 -0.312069 -1.013959 0.03 0.09 -0.02 -0.859
N -2.453034 -0.335334 0.315899 0.29 -0.57 0.40 0.259
C -2.638074 -1.606485 1.032615 -0.23 0.22 -0.05 -1.123
C -1.366731 0.444814 0.609214 0.18 0.94 -0.92 0.108
S -0.430838 1.152766 -0.656872 -1.70 0.51 0.85 -0.015
N -1.129065 0.687003 1.917883 -0.50 0.07 -0.21 0.235
C -2.246391 0.707455 2.865595 0.13 -0.21 -0.01 -1.292
C 0.043624 1.448696 2.330960 0.32 -0.06 0.02 -1.063
H -4.103350 -0.554375 -0.909820 0.15 -0.03 -0.06 0.313
H -2.556716 -1.042191 -1.682942 -0.20 0.29 0.14 0.136
H -2.932159 0.697766 -1.428873 -0.02 -0.41 0.04 0.356
H -2.041583 -1.626250 1.948760 -0.11 -0.02 -0.29 0.346
H -3.702200 -1.720708 1.282340 0.18 -0.08 0.05 0.314
H -2.337921 -2.456655 0.402510 0.00 0.23 0.07 0.338
H -2.097786 -0.042465 3.653966 -0.13 0.16 -0.08 0.296
H -2.307885 1.698046 3.327112 0.06 -0.09 -0.03 0.486
H -3.184301 0.512175 2.341793 0.18 0.00 0.14 0.387
H 0.960865 0.869434 2.173005 -0.28 0.17 -0.11 0.139
H 0.115338 2.397793 1.778863 0.03 -0.28 0.10 0.400
H -0.053560 1.646980 3.401281 0.01 -0.02 -0.12 0.506
```
Forces are in eV/Å.

=====

No. 2
2 unconnected molecules or ions with the total composition C2H10NO at a distorted geometry. Source: the OMol25 dataset; level of theory: ωB97M-V with the def2-TZVPD basis set.

Values from the calculation:
Energy relative to the best compared isomer or geometry (same formula, charge and spin): 203.4 kJ/mol
LUMO: -4.281 eV
2S+1: 1
Total charge: +1
HOMO-LUMO gap: 9.89 eV

```
14
Properties=species:S:1:pos:R:3:forces:R:3:mulliken_charge:R:1
N 1.614511 0.686759 -1.042243 2.37 -1.76 -2.23 -0.493
H 1.185471 1.368440 -0.467932 -0.89 1.61 -0.06 0.317
H 0.896696 -0.007607 -1.429027 1.06 0.73 1.00 0.358
H 2.331145 0.314629 -0.375016 -0.83 -0.68 -0.77 0.394
H 2.216548 1.021616 -1.877460 -1.51 0.01 1.60 0.425
C -0.676783 -0.875835 0.440240 -4.01 -3.50 0.83 -0.576
O -1.362414 -1.252830 -0.813418 1.20 1.39 -0.23 -0.527
C -0.769618 0.504350 1.044787 -1.16 -1.36 1.45 -0.707
H 0.297829 -1.335249 0.390728 0.71 0.49 -0.42 0.395
H -1.170744 -1.639991 1.113679 0.63 1.12 0.12 0.377
H -2.335542 -1.246484 -0.775650 0.66 0.21 0.51 0.319
H -1.750608 0.997946 1.246942 0.61 -0.67 -0.88 0.337
H -0.118715 1.073797 0.492307 0.91 2.31 -0.86 0.057
H -0.357774 0.390459 2.052063 0.26 0.10 -0.08 0.326
```
Forces are in eV/Å.

=====

No. 3
2 unconnected molecules or ions with the total composition CH3NO3S at a distorted geometry. Source: the OMol25 dataset; level of theory: ωB97M-V with the def2-TZVPD basis set.

Values from the calculation:
Energy relative to the best compared isomer or geometry (same formula, charge and spin): 434.2 kJ/mol
LUMO (spin up / spin down): -0.329 / -2.018 eV
2S+1: 1
HOMO-LUMO gap (spin up / spin down): 9.19 / 6.93 eV

```
9
Properties=species:S:1:pos:R:3:forces:R:3:mulliken_charge:R:1
C -0.841090 1.065492 -0.142710 2.46 1.97 2.56 -0.746
N 1.409314 -1.840852 -1.351838 0.78 0.09 0.52 0.155
O 2.345899 -1.682872 -0.725055 -0.75 -0.32 -0.75 -0.081
O 1.157399 -0.168378 0.917880 0.42 -0.26 0.24 -0.486
O -1.099234 -0.930830 1.663049 -0.23 -0.42 -0.11 -0.529
S -0.203064 -0.551896 0.590490 -0.10 2.03 0.57 0.831
H -0.054560 1.969519 -0.038749 -1.72 -2.46 0.08 0.250
H -0.902284 0.796859 -1.106716 -0.24 -0.57 -3.79 0.266
H -1.812379 1.342959 0.193648 -0.62 -0.06 0.68 0.338
```
Forces are in eV/Å.

=====

No. 4
6 unconnected molecules or ions with the total composition C18H23F5NO22PS2 at a distorted geometry. Source: the OMol25 dataset; level of theory: ωB97M-V with the def2-TZVPD basis set.

Values from the calculation:
LUMO: 0.108 eV
SMILES string: NP(O)[C@]1(COO)OS(=O)(=O)O[C@H]1S.O=C1OC[C@@H](F)O1.O=C1OC[C@@H](F)O1.O=C1OC[C@@H](F)O1.O=C1OC[C@@H](F)O1.O=C1OC[C@@H](F)O1
2S+1: 1
HOMO-LUMO gap: 9.05 eV

```
72
Properties=species:S:1:pos:R:3:forces:R:3:mulliken_charge:R:1
N -4.213774 -1.526404 -2.917673 -0.38 0.39 0.05 -0.652
P -3.608376 -0.017280 -2.363708 0.70 -0.23 -0.99 0.499
O -4.919175 0.510233 -1.547678 0.02 0.05 0.27 -0.612
C -2.443690 -0.459164 -0.979786 0.17 -0.42 0.60 1.204
C -1.102286 -1.081122 -1.418630 -0.11 -0.03 0.20 -1.296
O -1.178626 -2.474417 -1.592303 0.06 0.05 -0.22 -0.057
O -1.578748 -2.678197 -2.960055 0.29 -0.01 -0.08 -0.460
O -3.024169 -1.370170 -0.007148 0.00 0.20 0.01 -0.462
S -2.875925 -0.899586 1.495425 0.02 -0.10 -0.09 1.047
O -1.723281 -1.431774 2.133230 -0.02 -0.22 -0.19 -0.438
O -4.151414 -1.031061 2.100070 0.17 0.28 0.09 -0.594
O -2.541466 0.637410 1.166969 -0.05 -0.07 0.15 -0.414
C -2.230956 0.871648 -0.191281 -0.42 0.60 -0.51 0.047
S -0.592402 1.674316 -0.308287 0.31 -0.02 0.51 -0.170
H -5.229537 -1.468946 -2.899189 0.00 -0.21 0.25 0.282
H -3.962603 -1.596206 -3.896734 0.12 -0.20 0.00 0.292
H -4.952178 1.467266 -1.667575 -0.24 0.09 -0.03 0.399
H -0.682370 -0.614482 -2.310761 -0.08 0.02 -0.07 0.514
H -0.378473 -0.925756 -0.621724 -0.03 -0.18 0.08 0.210
H -2.142289 -3.456275 -2.872854 -0.21 0.04 0.12 0.307
H -2.934800 1.640663 -0.507579 -0.05 -0.15 -0.17 0.237
H -0.532393 1.732137 -1.644128 -0.21 0.00 -0.09 0.128
C 3.927107 -0.035117 -0.176005 0.11 0.09 0.00 -0.102
C 2.849501 -1.027852 0.199173 0.06 0.36 0.10 0.292
O 1.912106 -0.871080 -0.850162 0.30 -0.29 -0.12 0.034
C 2.592855 -0.446008 -1.952643 -0.03 0.13 0.02 0.459
O 2.144124 -0.439161 -3.050411 -0.09 0.08 -0.01 -0.543
O 3.828968 -0.030902 -1.610590 -0.03 -0.05 0.08 -0.398
F 2.243122 -0.699138 1.371294 -0.10 -0.05 -0.07 -0.181
H 3.703208 0.961006 0.207637 -0.07 -0.04 0.07 0.135
H 4.920174 -0.333345 0.144585 0.03 -0.06 -0.19 0.279
H 3.177687 -2.060665 0.237729 -0.03 -0.07 0.14 0.141
C 0.947825 3.511196 4.200426 -0.14 -0.09 0.08 -0.440
C 0.978413 4.622768 3.173430 0.10 0.09 0.10 0.331
O 2.258669 4.455798 2.585168 -0.16 -0.18 -0.17 -0.344
C 2.598688 3.145169 2.700248 -0.09 0.04 0.03 0.705
O 3.474285 2.613691 2.104600 0.12 -0.04 0.05 -0.494
O 1.784480 2.522589 3.587044 0.02 0.09 0.01 -0.262
F 0.903567 5.848242 3.741877 0.08 -0.04 -0.01 -0.296
H 1.393662 3.835015 5.141676 0.01 0.10 -0.03 0.289
H -0.045852 3.112781 4.383255 0.05 -0.15 -0.11 0.282
H 0.216340 4.545133 2.396489 -0.03 0.09 0.01 0.228
C 0.792830 -5.874461 0.795816 -0.06 -0.14 -0.05 -0.444
C 0.555124 -4.380312 0.746979 0.06 0.06 0.18 0.593
O 1.846855 -3.890678 0.409359 -0.22 -0.10 -0.19 -0.129
C 2.493623 -4.863372 -0.291649 0.04 -0.01 0.06 0.535
O 3.479526 -4.685424 -0.923430 0.06 0.02 0.04 -0.514
O 1.846379 -6.042408 -0.162764 -0.09 0.04 0.05 -0.376
F 0.190908 -3.880571 1.947641 0.11 -0.03 0.00 -0.295
H 1.143621 -6.185486 1.780478 -0.01 0.11 0.05 0.276
H -0.076857 -6.461147 0.514970 0.08 -0.03 -0.16 0.309
H -0.157628 -4.050019 -0.009731 -0.05 0.08 0.06 0.002
C -5.055490 3.911116 -6.223674 -0.16 0.00 -0.04 -0.414
C -3.713642 3.321574 -6.602141 0.09 0.16 0.04 0.300
O -3.026485 3.317523 -5.361428 -0.11 -0.23 -0.03 -0.267
C -3.953876 3.236302 -4.373972 0.04 0.07 -0.03 0.581
O -3.711931 2.965063 -3.245314 -0.09 0.20 0.20 -0.471
O -5.190042 3.486114 -4.861641 0.04 -0.02 -0.08 -0.317
F -3.042151 4.094204 -7.484554 0.01 0.03 0.07 -0.278
H -5.031728 5.000448 -6.264613 0.11 0.01 -0.04 0.289
H -5.880084 3.540183 -6.825125 -0.05 -0.11 0.14 0.263
H -3.757480 2.301761 -6.987428 0.06 0.02 -0.09 0.274
C 4.279774 0.421344 4.932107 0.00 0.21 0.02 -0.072
C 4.033896 -0.681200 3.928550 0.09 0.00 -0.01 0.520
O 4.303770 -1.847365 4.684698 -0.25 0.04 0.06 -0.373
C 4.047259 -1.561389 5.994488 0.11 0.06 -0.03 0.608
O 3.936914 -2.365177 6.854081 0.04 -0.04 0.03 -0.502
O 3.930347 -0.219781 6.163471 0.01 -0.02 -0.09 -0.348
F 4.894263 -0.622045 2.877839 0.01 -0.07 0.04 -0.320
H 5.332429 0.707351 4.954062 0.03 -0.07 -0.09 0.271
H 3.664719 1.300608 4.763269 -0.10 -0.11 0.13 -0.069
H 3.015154 -0.725708 3.546234 0.05 0.02 -0.12 0.245
```
Forces are in eV/Å.

=====

Calculated values (g mol⁻¹) of M for the records, taken in order: 350.04; 64.11; 109.11; 795.46.